Entry from the OMol25 dataset: 3 unconnected molecules or ions with the total composition C16H25BClN3O4 (ωB97M-V/def2-TZVPD).

Output
frontier orbital gap = 0.3786 Eh
SMILES = C#C[C@@]1(B(N)O)OC(=O)O[C@H]1C[C@H](C)Cl.CCCC#N.CCCC#N
charge = 0
energy above the lowest of the compared OMol25 structures with the same formula, charge and spin = 0.00 kcal/mol
largest force on an atom = 0.0295 hartree/bohr
multiplicity = 1

```
50
Properties=species:S:1:pos:R:3:forces:R:3
C -4.21458 2.28819 1.66262 -0.1 0.8 -0.4
C -4.43674 1.83694 0.57458 0.3 -0.9 0.5
C -4.78442 1.26329 -0.72091 -1.1 0.6 -0.9
B -5.97814 0.17512 -0.69725 0.1 0.0 0.2
N -6.98576 0.26797 0.35861 0.4 -0.1 -0.4
O -5.98783 -0.76072 -1.71005 0.8 0.1 0.3
O -5.42393 2.41746 -1.42027 0.4 0.2 0.2
C -4.36366 3.24538 -1.73886 -0.6 0.0 -0.1
O -4.48058 4.40704 -1.95176 0.2 -0.2 -0.1
O -3.22932 2.52199 -1.77250 0.1 -0.1 -0.2
C -3.64727 1.10770 -1.71248 1.1 0.9 0.5
C -2.43235 0.21924 -1.45236 -0.3 -0.4 -0.3
C -2.62468 -0.94466 -0.48210 0.8 0.0 0.4
C -2.46740 -0.58896 1.00270 -0.6 0.1 -0.2
Cl -1.31162 -2.14028 -0.88399 -0.1 -0.1 -0.1
H -4.06121 2.96478 2.47233 0.1 -0.4 0.2
H -7.89849 0.34544 -0.08218 -0.1 -0.2 0.2
H -6.98373 -0.57650 0.92372 -0.2 0.1 0.2
H -5.93217 -1.66410 -1.37845 -0.6 -0.1 -0.2
H -4.02212 0.96722 -2.72104 -0.5 -0.7 0.2
H -1.56163 0.79067 -1.14140 -0.1 0.2 0.1
H -2.17462 -0.22836 -2.40942 0.1 0.1 -0.1
H -3.54357 -1.49260 -0.65153 -0.1 0.0 -0.2
H -3.44457 -0.59959 1.48362 0.0 0.0 0.1
H -1.82173 -1.29401 1.50950 0.1 0.0 0.1
H -2.10036 0.42528 1.11141 0.3 0.0 0.1
C 2.01998 -1.06660 -3.12350 0.0 0.1 0.0
C 3.36833 -0.36667 -3.00335 -0.2 0.0 -0.1
C 4.10792 -0.72703 -1.70949 -0.1 0.1 -0.2
C 3.32857 -0.33622 -0.53388 0.3 -0.2 -0.3
N 2.71595 -0.03317 0.38507 -0.3 0.2 0.2
H 1.34532 -0.77093 -2.31855 0.0 0.0 0.0
H 1.53722 -0.80895 -4.06619 0.0 0.0 0.0
H 2.13495 -2.15152 -3.08905 0.0 0.0 0.0
H 3.22186 0.71405 -3.04950 0.1 0.0 0.0
H 3.99788 -0.63927 -3.85171 0.1 0.0 0.1
H 5.07232 -0.22133 -1.66278 0.0 0.0 0.1
H 4.29283 -1.80063 -1.65599 0.0 0.0 0.1
C 6.67362 -0.38074 4.34872 0.0 0.1 0.0
C 5.58122 0.21287 3.46587 0.1 0.0 0.1
C 4.73489 -0.85110 2.75728 0.2 0.2 0.1
C 5.55477 -1.67670 1.87114 -0.4 0.1 0.2
N 6.18673 -2.31527 1.16056 0.3 -0.2 -0.3
H 7.38848 -0.95934 3.76204 0.0 0.0 0.0
H 7.22882 0.40887 4.85536 0.0 0.0 0.0
H 6.24870 -1.03628 5.11121 0.0 0.0 0.0
H 6.03502 0.86916 2.72077 -0.1 0.0 0.0
H 4.91930 0.83095 4.07444 -0.1 0.0 -0.1
H 3.96311 -0.38832 2.14084 0.0 -0.1 0.2
H 4.24667 -1.49804 3.48814 0.0 0.0 0.0
```
Forces are in eV/Å.

Results of the Löwdin charge analysis, in e, for atoms 1 through 6:
1. C 0.179
2. C -0.051
3. C -0.256
4. B -0.493
5. N 0.172
6. O 0.163

=====

Entry from the OMol25 dataset: C4H6BrNO3S in the gas phase (ωB97M-V/def2-TZVPD).

Output
frontier orbital gap = 0.4057 Eh
SMILES = CS(=O)(=O)C1=NC[C@@H](Br)O1
charge = 0
energy above the lowest of the compared OMol25 structures with the same formula, charge and spin = 0.00 kcal/mol
largest force on an atom = 0.0778 hartree/bohr
multiplicity = 1

```
16
Properties=species:S:1:pos:R:3:forces:R:3
C 0.24836 -0.03527 0.48884 -0.9 -1.2 -0.6
C -1.59403 -0.03468 1.72413 0.2 0.0 0.2
C -1.80023 -1.04893 0.61661 1.2 -2.0 -2.4
C 1.49699 0.85215 -1.84475 0.5 1.1 -0.1
N -0.26553 0.51615 1.49454 1.3 0.5 -0.4
O 2.69306 1.13793 0.43083 0.1 -0.4 0.5
O 2.53690 -1.19060 -0.42089 0.3 -1.6 -0.3
O -0.57838 -0.97494 -0.16634 1.5 1.0 0.6
S 2.01242 0.10394 -0.28603 -1.5 3.7 0.4
Br -3.18814 -0.55783 -0.68331 -0.2 0.0 0.4
H -2.33319 0.75068 1.62159 -0.1 0.2 0.3
H -1.57837 -0.41431 2.74075 -0.4 -0.3 0.0
H -1.82287 -2.18255 0.65892 -0.9 1.5 1.1
H 2.30472 1.11454 -2.59958 -0.6 -1.2 1.1
H 0.79848 0.07713 -2.12120 -0.5 0.3 -1.1
H 1.06981 1.88658 -1.65409 0.0 -1.6 0.3
```
Forces are in eV/Å.

Results of the Löwdin charge analysis, in e, for atoms 1 through 6:
1. C -0.336
2. C -0.202
3. C -0.629
4. C -0.138
5. N 0.104
6. O -0.310

=====

Entry from the OMol25 dataset: a molecular structure, C23H63Li2N9O12 (ωB97M-V/def2-TZVPD).

Output
frontier orbital gap = 0.2792 Eh
charge = 0
largest force on an atom = 0.1136 hartree/bohr
multiplicity = 1

```
109
Properties=species:S:1:pos:R:3:forces:R:3
Li -21.83258 -16.73116 -16.88077 0.0 -0.8 0.0
Li -23.61063 -18.21306 -13.72315 0.4 -0.2 -1.1
O -22.82531 -18.14455 -15.60126 0.3 2.3 0.6
C -21.74524 -19.00864 -15.57928 0.8 -1.4 -0.7
C -20.16055 -18.60004 -15.79539 -1.1 1.3 0.4
O -19.89867 -17.60401 -16.75325 -1.0 -0.4 0.1
H -22.03965 -19.73679 -16.33507 0.9 -0.7 -0.6
H -21.81330 -19.60645 -14.67039 0.6 -0.4 0.6
H -19.47740 -19.44834 -15.83773 -0.6 -1.3 -1.2
H -19.73516 -18.31989 -14.83172 -0.7 1.0 1.1
C -20.39470 -20.57891 -19.76266 1.0 -4.3 0.2
O -20.53606 -21.70361 -20.30336 0.1 1.1 0.4
N -19.74512 -20.42520 -18.62092 0.7 0.0 2.4
N -20.76840 -19.48094 -20.32370 -1.7 2.6 -2.1
H -19.43650 -21.23609 -18.10390 0.1 -0.1 0.0
H -19.81694 -19.60150 -18.04087 0.0 0.4 -0.3
H -20.74560 -18.60947 -19.81369 0.2 0.2 -0.7
H -20.96612 -19.63763 -21.30168 -0.4 0.9 0.2
C -25.10591 -19.36642 -18.36550 -1.9 1.0 0.1
O -25.97251 -19.68842 -19.11216 -2.6 -1.3 -2.4
N -23.84784 -19.46547 -18.60694 4.7 -1.2 -1.3
N -25.33039 -18.72529 -17.24404 -1.1 1.5 3.4
H -23.60727 -20.02256 -19.41433 0.4 -0.1 0.3
H -23.23586 -19.38597 -17.80740 0.5 -0.1 -0.5
H -24.51566 -18.44868 -16.71508 -0.1 0.5 0.5
H -26.23454 -18.29720 -17.10489 0.3 -0.2 0.0
C -17.07824 -15.84045 -15.15321 2.6 2.9 2.5
O -16.27846 -14.98231 -14.71965 -0.4 -1.0 -0.2
N -17.77837 -15.70824 -16.20724 -2.3 1.7 -5.1
N -17.41093 -16.93983 -14.51352 0.3 -2.2 2.4
H -17.68586 -14.89317 -16.79648 0.2 -0.2 0.3
H -18.49280 -16.37871 -16.45251 -0.5 -0.4 -0.2
H -17.97349 -17.63310 -14.98577 0.3 -0.1 0.5
H -16.85378 -17.09249 -13.68505 -0.3 -0.6 -0.2
C -23.33488 -13.99897 -22.00541 0.0 0.6 0.5
O -22.17826 -14.79466 -21.80854 0.0 0.8 -0.2
C -22.42591 -16.10952 -21.37775 -1.0 0.1 0.4
C -23.12885 -16.16041 -19.97309 0.0 -2.3 -2.0
N -22.26694 -15.85226 -18.84323 -0.1 1.9 -1.0
C -22.41570 -14.40391 -18.62809 -0.3 0.8 2.3
C -21.68069 -14.07102 -17.30080 0.0 0.3 -1.8
O -22.13173 -14.92483 -16.27395 0.5 0.3 0.3
C -21.25391 -14.79970 -15.15083 -0.6 -0.2 1.1
H -23.82534 -13.66486 -21.09112 0.1 -0.4 0.6
H -24.14047 -14.45530 -22.58064 0.3 -0.3 -0.4
H -23.03985 -13.03479 -22.41943 0.3 -0.3 -0.6
H -21.49732 -16.67281 -21.46995 0.3 0.3 0.7
H -23.03618 -16.60228 -22.13463 -0.7 -0.1 0.1
H -23.44474 -17.20089 -19.89760 -0.1 -0.2 0.2
H -24.05907 -15.59446 -20.02295 0.2 0.2 0.3
H -21.37772 -15.72193 -19.30411 1.1 -1.4 0.2
H -23.45250 -14.09061 -18.50559 -0.3 -0.4 0.2
H -22.08839 -13.80304 -19.47657 0.6 0.0 0.1
H -21.83243 -13.01428 -17.08088 -0.1 0.1 0.4
H -20.60910 -14.22956 -17.42194 0.3 0.0 -0.2
H -20.95492 -13.76549 -14.98019 -0.1 0.1 -0.1
H -20.36544 -15.43098 -15.16492 0.1 -0.1 -0.7
H -21.83441 -15.14250 -14.29432 0.0 0.1 0.1
C -25.07545 -21.08479 -14.03886 -1.0 -1.5 -0.5
O -24.63169 -19.99890 -13.30604 0.2 2.8 0.0
C -24.31681 -20.17360 -11.93334 0.1 -1.5 -0.2
C -23.88478 -18.93241 -11.18789 0.0 -0.3 0.2
N -22.74271 -18.21405 -11.78620 -1.0 -0.4 0.1
C -21.49446 -18.99366 -11.85035 0.5 0.0 -0.9
C -20.96429 -19.57641 -10.57904 -0.8 -0.3 0.6
O -21.57452 -20.84643 -10.26043 0.0 0.7 0.2
C -21.49319 -21.18021 -8.86825 0.6 0.0 -0.3
H -24.35176 -21.87007 -14.25730 0.8 0.3 0.1
H -25.50215 -20.76154 -14.98836 0.3 0.3 0.1
H -25.86322 -21.64475 -13.53492 -0.3 0.3 0.4
H -23.55305 -20.94809 -12.00359 0.3 -0.1 1.0
H -25.18715 -20.54564 -11.39278 -0.1 -0.3 0.0
H -23.65494 -19.19386 -10.15498 0.2 -0.8 0.1
H -24.75208 -18.30097 -10.99507 0.0 0.6 -0.8
H -22.58743 -17.46741 -11.12398 0.3 0.5 -0.3
H -20.75577 -18.24904 -12.14694 0.2 -0.1 -0.3
H -21.53111 -19.75364 -12.63085 -0.2 0.1 -0.1
H -21.22603 -18.76546 -9.89936 0.0 -0.3 1.2
H -19.87495 -19.61226 -10.59171 0.1 -0.4 -0.1
H -21.95250 -22.13402 -8.60868 -0.4 0.0 -0.7
H -21.97179 -20.41410 -8.25823 0.2 0.2 0.1
H -20.44605 -21.33709 -8.60945 0.2 0.4 0.3
C -14.64522 -21.90205 -20.30674 0.3 -0.6 0.2
O -15.77618 -22.62740 -19.82084 0.5 0.8 -0.3
C -16.35637 -21.98991 -18.67881 -0.5 -1.7 0.5
C -17.52274 -22.99586 -18.28357 1.3 1.6 -1.2
N -18.42053 -22.54670 -17.23148 0.9 -0.6 -0.2
C -19.51564 -23.48266 -17.10619 -0.7 0.7 1.5
C -20.30674 -23.09907 -15.86433 -0.8 -0.3 0.2
O -19.65068 -23.25990 -14.64326 1.5 -0.3 1.1
C -20.39032 -22.80454 -13.52057 0.2 0.1 -0.8
H -14.90381 -21.08738 -20.98317 -0.2 0.4 0.4
H -13.94889 -22.50917 -20.88521 -0.6 -0.7 -0.2
H -14.00170 -21.62866 -19.47054 -0.2 0.7 0.2
H -16.67649 -20.96306 -18.85539 -0.3 0.0 -0.3
H -15.59657 -21.96598 -17.89764 0.1 0.1 0.3
H -17.04814 -23.93408 -17.99619 0.0 -0.2 -0.3
H -18.03528 -23.08842 -19.24108 -0.4 -0.4 0.2
H -17.87957 -22.71811 -16.39597 0.0 0.6 0.6
H -19.19489 -24.51643 -16.97760 0.1 -0.3 -0.3
H -20.23507 -23.36983 -17.91723 0.2 -0.2 -0.4
H -21.12215 -23.81971 -15.80204 -0.9 0.4 -0.4
H -20.59692 -22.04841 -15.86374 -0.6 0.1 -0.7
H -21.44569 -23.06139 -13.61180 -0.1 -0.7 0.2
H -20.43396 -21.71699 -13.46199 0.4 0.4 -0.1
H -19.89836 -23.19688 -12.63054 -0.3 0.0 -0.1
O -19.31751 -16.59421 -19.34803 -0.2 0.4 -0.7
H -18.44818 -16.76509 -19.71037 0.2 0.0 -0.2
H -19.28362 -16.95556 -18.46231 -0.3 -0.6 1.0
```
Forces are in eV/Å.

Results of the Löwdin charge analysis, in e, for atoms 1 through 6:
1. Li 0.612
2. Li 0.683
3. O -0.443
4. C -0.378
5. C -0.350
6. O -0.398